1.
The following is a quantum chemistry calculation of a structure of composition C19H39GeIN3NaO7Se, from the Open Molecules 2025 dataset.

Properties
HOMO level (alpha / beta), Ha: -0.085 / -0.197
Energy relative to the best compared isomer or geometry (same formula, charge and spin), kcal/mol: 0.0
Spin multiplicity: 2
Charge: -1
LUMO energy (alpha / beta), eV: 2.0 / 2.0
Frontier orbital gap (alpha / beta), eV: 4.341 / 7.369
E_tot, eV: -173520.083

Last column: Löwdin spin population.
Cartesian coordinates (Å):
1 Na -0.13601 -0.52280 0.92385  0.01
2 C 0.46000 3.87264 -2.19668  0.00
3 C -0.63075 2.91714 -1.70774  0.00
4 C -1.16089 2.11443 -2.89394  0.00
5 C -1.76914 3.71241 -1.06427  0.00
6 O -0.09152 1.99060 -0.76751  0.00
7 Ge 0.53900 2.52779 0.95913  0.00
8 O -0.84284 1.55881 1.81562  0.00
9 C -1.08464 1.52369 3.21267  0.00
10 C -0.38424 2.66189 3.95288  0.00
11 C -2.59501 1.64197 3.40938  0.00
12 C -0.59574 0.18560 3.76228  0.00
13 O 1.63451 0.98214 1.06617  0.00
14 C 2.78527 0.73893 0.28484  0.00
15 C 3.92154 0.31855 1.20989  0.00
16 C 2.47702 -0.42838 -0.68352  0.00
17 C 3.21752 1.97112 -0.51448  0.00
18 H 0.04322 4.62104 -2.87485  0.00
19 H 0.92216 4.38770 -1.35229  0.00
20 H 1.23231 3.31994 -2.73546  0.00
21 H -1.42460 2.78171 -3.71804  0.00
22 H -0.42182 1.39578 -3.25111  0.00
23 H -2.06603 1.56369 -2.62564  0.00
24 H -2.25610 4.35472 -1.80255  0.00
25 H -2.51428 3.03146 -0.64802  0.00
26 H -1.39437 4.34060 -0.25361  0.00
27 H -0.68812 3.63029 3.55164  0.00
28 H -0.63681 2.62837 5.01524  0.00
29 H 0.70048 2.57854 3.85780  0.00
30 H -2.95152 2.58339 2.98742  0.00
31 H -3.10267 0.81912 2.90065  0.00
32 H -2.86354 1.60351 4.46780  0.00
33 H 0.47358 0.06575 3.56960  0.00
34 H -0.75601 0.11409 4.84067  0.00
35 H -1.13496 -0.64930 3.30433  0.00
36 H 3.58915 -0.49051 1.85971  0.00
37 H 4.78922 -0.02467 0.63925  0.00
38 H 4.22560 1.16352 1.83098  0.00
39 H 2.64477 -1.37872 -0.16994  0.00
40 H 0.80707 0.48624 -1.21217  0.00
41 H 3.16051 -0.38277 -1.53974  0.00
42 H 3.36931 2.82158 0.15341  0.00
43 H 4.15721 1.76727 -1.03193  0.00
44 H 2.46936 2.24700 -1.25792  0.00
45 N -1.20670 -2.22051 -1.85114  0.00
46 C -2.54284 -1.62606 -2.12124  0.00
47 C -3.15652 -1.02022 -0.87291  0.00
48 N -2.22502 -0.11507 -0.21740  0.00
49 H -0.47486 -1.50535 -2.01563  0.00
50 H -1.10540 -2.59531 -0.82560  0.00
51 H -3.16564 -2.42269 -2.52139  0.00
52 H -2.40961 -0.88611 -2.91053  0.00
53 H -3.41090 -1.81146 -0.16568  0.00
54 H -4.10024 -0.54961 -1.17996  0.00
55 H -2.61989 0.36420 0.58235  0.00
56 H -1.86360 0.60876 -0.83093  0.00
57 I 2.81384 -3.43860 3.02414  0.00
58 C 0.79303 -3.31397 2.48144  0.06
59 C -0.18642 -3.46633 3.48115  0.29
60 C -1.52882 -3.42695 3.00199  0.08
61 C -1.78604 -3.21492 1.68202  0.11
62 N -0.82406 -3.02086 0.71393  0.28
63 C 0.48394 -3.12004 1.16453  0.13
64 H 0.06367 -3.61104 4.51944  0.02
65 H -2.35861 -3.57272 3.68298  0.00
66 H -2.81154 -3.20717 1.32897  0.01
67 H 1.25678 -3.03565 0.41048  0.01
68 O -1.97601 -2.56706 -5.17931  0.00
69 Se -0.49941 -2.59289 -4.50745  0.00
70 O -0.93307 -3.28433 -2.71173  0.00
71 O 1.13061 -0.43502 -1.12895  0.00
72 O -0.08747 -1.08999 -4.01417  0.00



2.
The following is a quantum chemistry calculation of a structure of composition C23H25ClCrN2PSe in a non-equilibrium geometry, from the Open Molecules 2025 dataset.

Properties
HOMO level (alpha / beta), Ha: -0.538 / -0.537
Spin multiplicity: 4
Charge: +2
LUMO energy (alpha / beta), eV: -9.3 / -7.7
Frontier orbital gap (alpha / beta), eV: 5.315 / 6.864
E_tot, eV: -142800.067

Last column: Löwdin spin population.
Cartesian coordinates (Å):
1 Cr 0.60184 -0.55432 0.99283  3.29
2 Cl 0.92608 -2.55075 -0.07207  0.00
3 P -0.91214 0.48143 -0.42667  -0.08
4 C -0.56039 2.25602 -0.33564  0.00
5 C -1.23345 3.12024 0.54055  0.00
6 C -0.76274 4.42561 0.70762  0.00
7 C 0.36601 4.87153 0.01032  -0.01
8 C 1.00552 4.02101 -0.89968  0.00
9 C 0.53702 2.72518 -1.08724  0.00
10 C -1.43663 0.20356 -2.13213  -0.01
11 C -1.63655 -1.12372 -2.56230  -0.01
12 C -2.17492 -1.37745 -3.82167  0.00
13 C -2.48503 -0.32380 -4.69082  -0.01
14 C -2.27709 0.99431 -4.27269  0.00
15 C -1.74894 1.26137 -3.00767  -0.01
16 C -2.37656 0.05610 0.58249  -0.01
17 C -2.19064 -0.91523 1.58370  0.02
18 C -3.25189 -1.27313 2.40450  0.00
19 C -4.52632 -0.73225 2.18835  0.00
20 C -4.72876 0.18224 1.14755  0.00
21 C -3.65621 0.57925 0.33756  0.00
22 H -1.37968 -1.95593 -1.90239  0.00
23 H -2.34952 -2.40479 -4.13958  0.00
24 H -2.90468 -0.52785 -5.67800  0.00
25 H -2.51588 1.83139 -4.92889  0.00
26 H -1.59952 2.29580 -2.69349  0.00
27 H -2.11826 2.77501 1.07805  0.00
28 H -1.28842 5.09318 1.39264  0.00
29 H 0.75083 5.87924 0.17658  0.00
30 H 1.87449 4.36240 -1.46345  0.00
31 H 1.02490 2.07119 -1.81422  0.00
32 H -1.19346 -1.40600 1.71163  0.01
33 H -3.08001 -1.97950 3.21826  0.00
34 H -5.34980 -1.04634 2.83223  0.00
35 H -5.72255 0.59891 0.97239  0.00
36 H -3.82646 1.28624 -0.47631  0.00
37 H 0.25273 0.90249 1.69147  0.03
38 H -0.04754 0.21713 2.30832  0.02
39 C 4.46784 -0.34509 -0.32121  0.00
40 N 4.37838 -1.51004 0.54288  -0.01
41 C 4.87333 -2.77729 0.28144  -0.02
42 C 4.39410 -3.60593 1.24810  -0.02
43 N 3.61057 -2.83197 2.08822  -0.01
44 C 2.76948 -3.35549 3.14554  0.00
45 C 3.57566 -1.54682 1.64358  0.00
46 Se 2.65364 -0.09494 2.33036  -0.18
47 H 5.45705 -0.31482 -0.80043  0.00
48 H 4.32606 0.55011 0.29616  0.00
49 H 3.67860 -0.37107 -1.08861  0.00
50 H 5.56274 -2.98964 -0.51703  0.00
51 H 4.57851 -4.64825 1.44026  0.00
52 H 1.87548 -3.83381 2.72120  0.00
53 H 3.32934 -4.10732 3.71095  0.00
54 H 2.46382 -2.53743 3.80646  0.00



3.
The following is a quantum chemistry calculation of an isolated molecule of C3H5N3 in a non-equilibrium geometry, from the Open Molecules 2025 dataset.

Properties
HOMO level, Ha: -0.324
Energy relative to the best compared isomer or geometry (same formula, charge and spin), kcal/mol: 55.8
LUMO energy, eV: 0.9
Structure (SMILES): Nc1ccn[nH]1
Frontier orbital gap, eV: 9.684
E_tot, eV: -7660.036

Last column: Löwdin charge in e.
Cartesian coordinates (Å):
1 N -1.82926 -0.07820 0.29601  0.09
2 C -0.46325 0.10548 -0.00739  -0.40
3 C 0.43352 -0.93533 -0.18590  -0.09
4 C 1.70164 -0.30753 0.03395  -0.18
5 N 1.57915 0.99533 0.19818  0.02
6 N 0.25135 1.24527 0.11481  0.03
7 H -1.86438 -0.91339 0.87735  0.08
8 H -2.49137 -0.19452 -0.46315  0.08
9 H 0.00420 -1.28450 -1.12990  0.11
10 H 2.67308 -0.75374 0.23476  0.09
11 H -0.04092 2.19924 -0.02487  0.15



4.
The following is a quantum chemistry calculation of an isolated molecule of C6H12O, from the Open Molecules 2025 dataset.

Properties
HOMO level, Ha: -0.343
Energy relative to the best compared isomer or geometry (same formula, charge and spin), kcal/mol: 32.4
LUMO energy, eV: 0.9
Structure (SMILES): CCC[C@H]1C[C@H]1O
Frontier orbital gap, eV: 10.281
E_tot, eV: -8462.950

Last column: Löwdin charge in e.
Cartesian coordinates (Å):
1 C -1.65135 0.89858 -0.57043  -0.10
2 C -1.59782 0.24279 0.81552  -0.25
3 C -0.45407 -0.77067 0.93961  -0.19
4 C 0.88997 -0.13284 0.67668  -0.24
5 C 2.06585 -0.89892 0.11617  -0.06
6 C 1.45489 0.18808 -0.69735  -0.34
7 O 0.86799 -0.23056 -1.89816  -0.03
8 H -1.12581 1.85874 -0.56185  0.08
9 H -1.21755 0.23261 -1.31037  0.05
10 H -2.67067 1.10932 -0.89037  0.07
11 H -2.53925 -0.27159 1.01868  0.10
12 H -1.49672 1.00535 1.60172  0.11
13 H -0.61159 -1.58752 0.22804  0.12
14 H -0.46014 -1.23160 1.94081  0.12
15 H 1.14174 0.60334 1.44278  0.14
16 H 1.86026 -1.89998 -0.25792  0.12
17 H 3.05699 -0.78330 0.54147  0.10
18 H 1.98281 1.13680 -0.76218  0.14
19 H 0.50448 0.53135 -2.37284  0.09



5.
The following is a quantum chemistry calculation of a structure of composition C28H20BrN2PRuSe2 in a non-equilibrium geometry, from the Open Molecules 2025 dataset.

Properties
HOMO level (alpha / beta), Ha: -0.396 / -0.405
Energy relative to the best compared isomer or geometry (same formula, charge and spin), kcal/mol: 44.7
Spin multiplicity: 2
Charge: +1
LUMO energy (alpha / beta), eV: -4.7 / -4.3
Frontier orbital gap (alpha / beta), eV: 6.071 / 6.715
E_tot, eV: -244940.813

Last column: Löwdin spin population.
Cartesian coordinates (Å):
1 Ru 0.46615 -0.26940 0.79808  0.94
2 Br 0.61225 -0.36940 3.61128  -0.01
3 C -0.56205 -1.91300 3.72298  -0.01
4 C -0.88175 -2.37690 4.97348  0.01
5 C -1.69285 -3.50740 5.10218  0.00
6 C -2.15805 -4.15100 3.98618  0.01
7 C -1.83565 -3.68440 2.69538  0.00
8 C -2.29165 -4.35480 1.54138  0.03
9 C -1.96715 -3.90120 0.28908  -0.01
10 C -1.18205 -2.75310 0.13408  0.03
11 C -0.69715 -2.06080 1.23158  -0.05
12 C -1.01765 -2.52200 2.53608  0.00
13 H -0.50435 -1.87600 5.85048  0.00
14 H -1.94075 -3.87260 6.08728  0.00
15 H -2.77815 -5.03230 4.07518  0.00
16 H -2.90175 -5.23860 1.66538  0.00
17 H -2.31755 -4.42470 -0.58752  0.00
18 H -0.96805 -2.42460 -0.88032  0.00
19 Se 0.79985 -0.25490 -1.78042  -0.02
20 P -0.46225 1.49970 -1.23502  0.01
21 Se -0.73515 1.96280 0.92418  0.02
22 C -2.09415 1.20950 -1.99262  0.00
23 C -3.27265 1.18310 -1.26172  0.00
24 C -4.46555 0.93160 -1.91772  0.00
25 C -4.47235 0.70310 -3.28482  0.00
26 C -3.29015 0.73590 -4.01072  0.00
27 C -2.09425 0.99010 -3.36682  0.00
28 C 0.21625 2.99560 -2.02032  0.00
29 C -0.51095 4.17620 -1.89752  0.00
30 C 0.00315 5.34030 -2.43962  0.00
31 C 1.23135 5.32420 -3.08502  0.00
32 C 1.94375 4.14260 -3.21162  0.00
33 C 1.43715 2.97170 -2.67612  0.00
34 H -3.25995 1.35200 -0.19192  0.00
35 H -5.38735 0.90720 -1.35732  0.00
36 H -5.40475 0.49600 -3.78482  0.00
37 H -3.29915 0.55250 -5.07392  0.00
38 H -1.15665 1.00410 -3.90812  0.00
39 H -1.46115 4.17240 -1.38022  0.00
40 H -0.55155 6.26170 -2.35572  0.00
41 H 1.63595 6.23990 -3.48672  0.00
42 H 2.89235 4.12960 -3.72542  0.00
43 H 1.98155 2.04010 -2.77462  0.00
44 N 5.91005 -3.58300 2.18908  0.00
45 C 5.40465 -2.60910 1.86618  0.00
46 C 4.79625 -1.39060 1.47068  0.00
47 C 5.58185 -0.28230 1.14878  0.00
48 C 4.94855 0.89110 0.78418  0.00
49 C 3.56345 0.92050 0.74088  0.00
50 N 2.81615 -0.13970 1.03788  0.05
51 C 3.40745 -1.27240 1.40098  0.00
52 H 6.65755 -0.35530 1.18878  0.00
53 H 5.51555 1.77270 0.53418  0.00
54 H 3.03625 1.82610 0.45838  0.00
55 H 2.75685 -2.11300 1.64228  0.00



6.
The following is a quantum chemistry calculation of a cluster of 2 separate species, C3H5N3O in total in a non-equilibrium geometry, from the Open Molecules 2025 dataset.

Properties
HOMO level, Ha: -0.351
Energy relative to the best compared isomer or geometry (same formula, charge and spin), kcal/mol: 66.2
LUMO energy, eV: 0.4
Frontier orbital gap, eV: 9.908
E_tot, eV: -9707.715

Last column: Löwdin charge in e.
Cartesian coordinates (Å):
1 C 0.33402 -0.94324 1.70447  -0.04
2 C -0.02674 -0.13120 0.49059  -0.49
3 N 1.08749 0.61113 -0.03841  -0.02
4 N 1.29084 0.40742 -1.24207  0.08
5 C -0.97332 1.72416 -2.64665  -0.05
6 O -1.80084 1.13404 -3.15456  0.00
7 N -1.15840 0.02925 -0.05297  0.16
8 H -0.52663 -1.06456 2.36781  0.08
9 H 1.14891 -0.46475 2.25360  0.07
10 H 0.67481 -1.93733 1.39400  0.08
11 H 2.06394 1.03595 -1.51303  0.07
12 H -1.87367 -0.48682 0.46169  0.06



7.
The following is a quantum chemistry calculation of a cluster of 2 separate species, C5H13O in total in a non-equilibrium geometry, from the Open Molecules 2025 dataset.

Properties
HOMO level (alpha / beta), Ha: 0.165 / 0.009
Energy relative to the best compared isomer or geometry (same formula, charge and spin), kcal/mol: 3.4
Spin multiplicity: 2
Charge: -2
LUMO energy (alpha / beta), eV: 6.9 / 6.8
Frontier orbital gap (alpha / beta), eV: 2.392 / 6.533
E_tot, eV: -7438.247

Last column: Löwdin spin population.
Cartesian coordinates (Å):
1 C -2.41943 0.26598 0.37427  0.24
2 C -1.09032 -0.35268 0.77880  0.02
3 C -1.20692 -1.85802 0.97555  0.30
4 H -2.83393 -0.31386 -0.45763  0.06
5 H -2.32473 1.25979 -0.08002  0.03
6 H -3.17508 0.29355 1.16457  0.09
7 H -0.72684 0.13712 1.69403  0.01
8 H -0.31917 -0.16447 -0.02969  0.00
9 H -0.28831 -2.32434 1.35166  0.05
10 H -2.00565 -2.14304 1.67323  0.11
11 H -1.43948 -2.36126 0.03279  0.06
12 C 1.47276 1.17526 -0.89902  0.00
13 O 0.70509 0.21525 -1.44536  0.01
14 C 2.66846 0.60466 -0.08690  0.01
15 H 0.89688 1.84644 -0.20138  0.00
16 H 1.90737 1.89397 -1.64937  0.00
17 H 3.50275 1.31888 -0.01726  0.00
18 H 2.99398 -0.32701 -0.55316  0.00
19 H 2.32259 0.33754 0.91728  0.00